[1]
Formula: C6H10OS
Source: OMol25
Level of theory: ωB97M-V/def2-TZVPD

Last column: natural (NBO) charge in e.
Element x y z (Å)
C -1.640 0.352 1.107  -0.534
C -1.265 -0.080 -0.110  0.339
C -2.039 -1.068 -0.833  -0.665
O -0.222 0.360 -0.857  -0.514
C 0.981 0.818 -0.275  0.300
C 1.571 1.939 -0.677  -0.433
C 1.572 -0.148 0.650  -0.560
S 1.562 -1.800 -0.220  -0.049
H -2.647 0.199 1.469  0.214
H -1.039 0.994 1.697  0.198
H -3.068 -1.091 -0.448  0.225
H -1.984 -0.865 -1.920  0.227
H -1.653 -2.108 -0.713  0.236
H 1.145 2.584 -1.382  0.213
H 2.518 2.246 -0.279  0.206
H 2.616 0.192 0.881  0.240
H 0.958 -0.209 1.532  0.233
H 2.636 -2.315 0.377  0.125

Summary:
Net charge: 0
Molecular weight (g/mol): 130.212
HOMO energy (eV): -8.83
ΔE to the lowest compared entry with this formula, charge and spin (eV): 2.012
SMILES string: C=C(C)OC(=C)CS



[2]
Formula: C6H10O
Source: OMol25
Level of theory: ωB97M-V/def2-TZVPD

Last column: natural (NBO) charge in e.
Element x y z (Å)
C -0.904 -0.492 -1.068  -0.158
C -1.441 -0.577 0.148  -0.244
C -1.154 0.506 1.162  -0.113
O 0.219 0.637 1.569  -0.538
C 1.078 -0.301 0.954  -0.071
C 1.463 0.073 -0.481  -0.414
C 0.221 0.481 -1.312  -0.458
H -1.204 -1.183 -1.852  0.207
H -2.097 -1.400 0.423  0.213
H -1.794 0.379 2.043  0.185
H -1.435 1.460 0.696  0.180
H 0.555 -1.266 0.910  0.172
H 1.947 -0.437 1.601  0.193
H 1.951 -0.809 -0.918  0.202
H 2.190 0.893 -0.512  0.210
H -0.076 1.489 -0.990  0.216
H 0.479 0.548 -2.372  0.218

Summary:
Net charge: 0
Molecular weight (g/mol): 98.145
HOMO energy (eV): -9.16
ΔE to the lowest compared entry with this formula, charge and spin (eV): 0.942
SMILES string: C1=CCOCCC1



[3]
Formula: C3H2F2O2
Source: OMol25
Level of theory: ωB97M-V/def2-TZVPD

Last column: natural (NBO) charge in e.
Element x y z (Å)
O -2.433 -1.644 -0.322  -0.396
C -1.824 -0.799 0.143  0.631
C -0.985 0.033 0.663  -0.131
F -1.214 1.363 0.768  -0.320
H -0.029 -0.331 1.123  0.220
O 1.273 -0.674 -1.254  -0.500
C 1.499 0.308 -0.693  0.721
F 2.332 0.318 0.365  -0.365
H 1.380 1.426 -0.793  0.140

Summary:
Net charge: 0
Molecular weight (g/mol): 108.043
HOMO energy (eV): -9.43
ΔE to the lowest compared entry with this formula, charge and spin (eV): 2.264
SMILES string: O=C=CF.O=CF



[4]
Formula: C37H43NdO3Si
Source: OMol25
Level of theory: ωB97M-V/def2-TZVPD

Last column: Mulliken spin population.
Element x y z (Å)
O 0.094 -0.404 -5.750  0.000
C 0.053 0.834 -6.556  0.000
C -0.045 0.129 -7.889  0.000
H 0.959 1.450 -6.457  0.000
H -0.849 1.418 -6.318  0.000
C 0.021 -1.141 -7.017  0.000
H 0.808 0.264 -8.549  0.000
H -0.993 0.280 -8.401  0.000
C 1.312 -1.913 -7.261  0.000
H 2.168 -1.256 -7.090  0.000
H 1.346 -2.262 -8.300  0.000
H 1.330 -2.781 -6.603  0.000
C -1.220 -1.996 -7.169  0.000
H -2.135 -1.431 -6.959  0.000
H -1.143 -2.884 -6.533  0.000
H -1.275 -2.350 -8.210  0.000
Nd -0.414 -0.673 -0.143  3.038
C -2.782 -1.006 1.032  -0.011
C -2.639 0.417 1.067  -0.004
C -2.718 0.904 -0.272  -0.012
H -2.575 1.024 1.973  0.002
C -2.889 -0.224 -1.142  0.001
C -2.943 -1.398 -0.333  0.005
H -3.157 -2.415 -0.688  0.003
H -2.860 -1.649 1.913  0.001
H -2.751 1.962 -0.565  0.000
H -3.042 -0.172 -2.223  0.000
C 0.552 -2.740 1.148  0.004
C -0.532 -3.204 0.345  -0.013
C -0.146 -3.128 -1.031  0.002
H -1.487 -3.578 0.736  0.001
C 1.199 -2.630 -1.076  0.001
C 1.629 -2.393 0.263  -0.018
H 2.620 -2.050 0.590  0.001
H 0.581 -2.705 2.234  0.000
H -0.746 -3.461 -1.885  0.002
H 1.812 -2.513 -1.979  0.002
O 1.041 0.889 -2.706  0.000
C -0.206 0.304 -3.138  -0.008
C -1.132 1.400 -3.658  0.001
H -0.825 -0.312 -2.406  0.015
H 0.065 -0.423 -3.908  -0.002
C -0.260 2.663 -3.639  0.001
H -1.990 1.466 -2.993  -0.001
H -1.474 1.176 -4.670  0.000
C 0.838 2.332 -2.617  -0.001
H -0.850 3.542 -3.397  0.000
H 0.233 2.826 -4.618  0.000
H 0.456 2.583 -1.605  0.001
H 1.798 2.840 -2.806  0.000
O 0.368 0.293 1.661  -0.011
Si 0.582 0.533 3.237  -0.001
C -0.998 0.439 4.224  0.000
C -1.643 -0.801 4.291  0.000
C -2.856 -0.932 4.976  0.000
C -3.421 0.178 5.615  0.000
C -2.749 1.405 5.605  0.000
C -1.537 1.535 4.909  0.000
C 1.727 -0.723 4.003  0.000
C 1.427 -1.356 5.214  0.000
C 2.313 -2.305 5.752  0.000
C 3.515 -2.582 5.107  0.000
C 3.843 -1.917 3.914  0.000
C 2.952 -0.986 3.370  0.000
C 1.289 2.189 3.670  0.000
C 0.926 3.335 2.943  -0.001
C 1.359 4.599 3.372  0.000
C 2.195 4.707 4.494  0.000
C 2.564 3.563 5.204  0.000
C 2.126 2.303 4.777  0.000
H -1.193 -1.682 3.819  0.000
H -3.351 -1.905 5.005  0.000
H -4.382 0.083 6.125  0.000
H -3.163 2.269 6.132  0.000
H -1.007 2.491 4.916  0.000
H 0.509 -1.115 5.746  0.000
H 2.042 -2.814 6.681  0.000
H 4.208 -3.308 5.533  0.000
H 4.787 -2.128 3.408  0.000
H 3.221 -0.456 2.451  0.000
H 0.289 3.243 2.055  0.000
H 1.045 5.497 2.827  0.000
H 2.561 5.688 4.804  0.000
H 3.192 3.637 6.088  0.000
H 2.422 1.409 5.327  0.000

Summary:
Net charge: 0
Molecular weight (g/mol): 708.074
<S²>: 3.75
HOMO energy (alpha / beta) (eV): -8.11 / -8.13
ΔE to the lowest compared entry with this formula, charge and spin (eV): 0.000
2S+1: 4